Below is 3 unconnected molecules or ions with the total composition C4H13NO2, with properties calculated with wB97M-V/def2-TZVPD.

Last column: Löwdin charge in e.
Element x y z (Å)
1 N 0.167 1.362 1.774  0.188
2 C 1.351 0.549 1.898  -0.168
3 C 0.859 -0.945 -1.584  -0.083
4 C 0.773 -0.774 -0.138  -0.119
5 C 1.679 -0.074 0.521  -0.003
6 H -0.491 1.061 1.113  0.071
7 H -0.302 1.471 2.647  0.120
8 H 1.368 -0.229 2.641  0.154
9 H 2.237 1.208 2.183  0.166
10 H 1.772 -0.794 -2.212  0.107
11 H 0.422 -1.966 -2.080  0.144
12 H 0.056 -0.287 -2.085  0.129
13 H -0.116 -1.318 0.315  0.148
14 H 2.555 0.311 -0.014  0.146
15 H -1.530 1.906 -1.281  0.000
16 H -2.115 2.639 -0.198  0.010
17 O -2.366 2.252 -1.016  -0.007
18 H -1.529 -2.395 -1.369  0.086
19 H -2.338 -1.632 -0.267  -0.027
20 O -2.453 -2.346 -0.848  -0.061

The energy above the lowest of the compared OMol25 structures with the same formula, charge and spin is 349.14 kJ/mol. The multiplicity is 2. Its charge is +1. The calculation puts the LUMO energy (alpha / beta) at -0.153 / -0.340 Eh.